18
Properties=species:S:1:pos:R:3:forces:R:3:lowdin_spin:R:1 method="wB97M-V/def2-TZVPD" homo_ev="-7.42 / -10.92" spin_multiplicity=4 largest_force_ha_per_bohr=0.1038 total_energy_ev=-15994.7274 de_lowest_kcal_mol=14.2
O 1.221 1.613 -1.217 4.231 3.257 0.039 1.03
O 2.321 2.175 -0.971 -3.580 -1.659 -0.950 1.01
C 0.977 -1.192 -1.147 0.196 -0.550 -0.906 0.08
C 0.563 -0.241 -0.120 -1.903 -1.755 1.233 0.56
C 1.392 -0.093 1.065 0.485 0.281 1.042 0.08
C -0.873 0.177 -0.030 1.346 0.903 -1.597 0.07
O -1.620 -0.481 0.961 -2.335 0.698 0.079 0.03
N -3.007 0.286 0.824 0.567 -0.623 1.008 0.01
O -3.849 -0.361 0.254 1.295 1.417 0.978 0.01
O -2.997 1.377 1.357 -0.414 -2.059 -1.239 0.01
H 0.236 -1.245 -1.950 0.113 -0.106 0.013 0.00
H 1.935 -0.906 -1.611 -0.078 -0.085 0.137 0.02
H 1.117 -2.217 -0.749 -0.027 0.302 -0.064 0.03
H 0.929 0.617 1.755 0.192 -0.033 0.095 0.00
H 1.494 -1.054 1.604 0.021 0.227 -0.110 0.03
H 2.409 0.256 0.841 -0.087 -0.127 0.020 0.02
H -0.930 1.254 0.154 0.191 0.170 0.254 0.01
H -1.319 0.036 -1.019 -0.213 -0.257 -0.034 0.00